Record 1
14
Properties=species:S:1:pos:R:3:forces:R:3 method="wB97M-V/def2-TZVPD" charge=-1 e_tot_ev=-13814.89031 largest_force_ev_per_a=5.8 homo_energy_ev=-4.35 e_lumo_ev=4.0 gap_ev=8.31
C -0.7860 -1.1183 0.4049 0.3 0.2 0.4
C 0.4687 -1.4678 0.6377 1.8 3.5 -0.8
C -0.3309 0.9086 -0.5268 4.2 -0.7 1.1
C 0.2249 3.3114 -1.4527 -2.9 -1.8 0.0
C 1.5273 0.5055 -0.1210 -5.8 -0.5 0.0
N -1.1827 0.1152 0.0054 -1.9 -1.2 0.1
N 1.5898 -0.5664 0.5529 0.1 -0.6 -0.8
N -0.6858 1.9895 -1.1404 1.6 2.5 -0.8
O -0.5351 4.1632 -1.8374 -0.9 1.6 -0.6
O 1.3831 3.1833 -1.2600 3.4 -0.4 0.6
H -1.4471 -1.9349 0.6906 -0.9 0.6 -0.4
H 0.6494 -2.4106 0.9445 1.1 -2.9 1.1
H 2.1911 1.3232 -0.2774 0.6 0.2 0.0
H -1.6252 2.3338 -1.0964 -0.6 -0.5 0.0

=====

Record 2
11
Properties=species:S:1:pos:R:3:forces:R:3 method="wB97M-V/def2-TZVPD" charge=-1 e_tot_ev=-6177.46682 largest_force_ev_per_a=1.0 homo_energy_ev=-1.91 e_lumo_ev=4.9 gap_ev=6.82
O -0.2295 1.0126 -2.4554 -0.8 -0.4 -0.4
H 0.6191 1.4240 -2.5695 0.5 0.2 0.1
N -0.8925 -0.6617 1.5196 -0.7 -0.4 -0.1
C 0.2166 -0.6628 0.4726 0.0 0.2 0.5
N 0.8549 0.5822 0.2388 -0.2 -0.5 -0.1
H -0.8738 0.2157 2.0197 0.5 0.3 0.0
H -1.7915 -0.6209 1.0443 0.0 -0.1 -0.1
H 0.8649 -1.4793 0.8424 0.2 0.1 -0.2
H -0.2678 -1.0464 -0.4413 -0.1 -0.1 0.0
H -0.1259 0.6117 -1.5743 0.4 0.4 0.4
H 1.6256 0.6248 0.9032 0.0 0.2 -0.1

=====

Record 3
19
Properties=species:S:1:pos:R:3:forces:R:3 method="wB97M-V/def2-TZVPD" charge=0 smiles="CC(=O)N(N)C(N)(N)O" e_tot_ev=-13327.71009 largest_force_ev_per_a=2.4 homo_energy_ev=-8.97 e_lumo_ev=0.8 gap_ev=9.81
C -1.8464 0.5749 1.2328 -0.5 -0.1 0.2
C -1.1838 1.0066 -0.0452 1.3 1.2 -1.2
O -0.6141 -1.5231 -0.3508 -0.4 -0.1 0.1
O -1.6859 1.8225 -0.8067 0.5 -0.8 0.9
H -0.6021 -2.2257 0.3186 0.1 0.5 -0.2
H -1.2149 0.8210 2.0899 0.1 -0.1 -0.1
H -2.0723 -0.4893 1.2435 0.2 0.1 0.0
H -2.7896 1.1181 1.3481 0.2 0.0 -0.2
C 0.5832 -0.7457 -0.1905 0.1 -1.0 -0.7
N 1.0185 1.5531 -1.0592 -1.7 -0.1 0.1
N 1.2162 -1.1055 1.0069 0.2 0.0 2.1
N 1.4074 -1.1074 -1.2619 1.5 -0.4 -1.8
N 0.2240 0.6517 -0.2413 -1.8 1.4 0.7
H 0.9410 2.4704 -0.5944 0.4 -0.7 0.2
H 0.4231 1.7480 -1.8808 0.4 -0.4 0.1
H 1.2806 -0.4383 1.7647 0.0 -0.3 -0.4
H 1.8654 -1.8836 1.0083 -0.1 0.6 -0.2
H 1.1252 -1.8766 -1.8544 -0.3 0.5 0.2
H 1.9247 -0.3710 -1.7274 -0.2 -0.2 0.3

=====

Record 4
21
Properties=species:S:1:pos:R:3:forces:R:3 method="wB97M-V/def2-TZVPD" charge=0 smiles=CCO.O.O.O.O e_tot_ev=-12537.17879 largest_force_ev_per_a=6.6 homo_energy_ev=-10.19 e_lumo_ev=-0.1 gap_ev=10.11
C -0.7032 2.3242 1.0262 2.0 -2.0 -1.8
O -1.3027 1.2088 1.6312 -1.1 -2.8 -2.1
C 0.8979 2.0813 1.0404 -2.1 0.8 1.7
H -1.0522 2.3259 -0.0641 0.4 0.9 1.4
H -1.0249 3.1548 1.6157 0.1 0.9 0.0
H -1.4201 0.5240 0.8636 0.0 1.8 2.5
H 1.2245 1.3547 1.8159 -0.6 0.6 -0.3
H 1.2784 1.7481 0.1296 0.4 -0.6 -1.8
H 1.3301 3.0412 1.2232 0.7 0.6 0.3
H -4.4098 -0.8930 -0.1589 -0.7 0.2 0.1
H -3.0766 -1.5326 -0.1987 0.1 0.2 -0.1
O -3.5120 -0.6901 -0.4001 0.8 -0.6 0.0
H 1.8067 -0.6202 -1.5904 0.8 -0.2 -0.4
H 1.3681 -2.0255 -1.5096 1.9 0.6 -1.0
O 2.2020 -1.4964 -1.7704 -2.8 -0.5 0.9
H -0.7749 -1.0920 -0.9584 -0.5 0.2 -0.2
H -1.6501 -1.3967 -2.2357 -0.2 0.3 0.2
O -0.8175 -1.5674 -1.7922 0.7 -0.4 0.1
H 3.0699 -2.1209 -0.3906 0.2 0.4 1.6
H 3.1960 -1.9123 1.2117 -1.4 3.6 3.7
O 3.3703 -2.4159 0.5117 1.4 -4.0 -5.0

=====

Record 5
50
Properties=species:S:1:pos:R:3:forces:R:3 method="wB97M-V/def2-TZVPD" charge=0 smiles="CCC(CC)NC(=O)CN(c1ccccc1OC)S(=O)(=O)c1cccs1" e_tot_ev=-51895.61508 largest_force_ev_per_a=1.2 homo_energy_ev=-8.76 e_lumo_ev=0.7 gap_ev=9.45
C -4.5707 -0.2008 1.5186 0.2 -0.2 0.0
H -4.4757 0.8825 1.4957 0.0 0.1 0.0
C -3.2712 -0.8597 1.0721 0.0 0.2 -0.1
H -2.4782 -0.6143 1.7825 0.0 -0.1 0.0
H -3.3883 -1.9441 1.0759 0.1 -0.1 0.1
C -2.8218 -0.3957 -0.3134 -0.1 0.1 -0.2
N -1.4352 -0.7946 -0.5129 -0.3 -0.2 0.2
C -0.6162 -0.1087 -1.3255 0.0 -0.4 -0.3
O -0.9815 0.7979 -2.0481 0.0 0.2 -0.3
C 0.8382 -0.5887 -1.2927 -0.4 -0.2 -0.1
N 1.6281 0.3542 -0.5207 0.0 0.2 0.8
S 1.1175 0.5995 1.0578 -0.7 0.9 0.5
O 0.3562 -0.5031 1.5844 0.1 0.0 -0.1
O 2.2072 1.1126 1.8305 0.2 0.0 -0.3
C -0.0148 1.9345 0.7773 0.4 -0.2 -0.3
C -1.2057 2.1952 1.3833 0.2 -0.3 0.1
C -1.8072 3.3740 0.8936 0.0 0.1 0.0
C -1.0523 3.9784 -0.0630 0.5 -0.2 0.0
S 0.4016 3.1245 -0.3836 -0.5 0.2 0.1
H -1.2726 4.8771 -0.6038 -0.1 0.2 -0.1
H -2.7549 3.7476 1.2372 -0.2 0.1 0.0
H -1.6222 1.5651 2.1468 -0.1 -0.2 0.1
C 3.0369 0.2877 -0.6711 0.6 -0.1 0.2
C 3.6913 1.1385 -1.5406 0.0 -0.2 0.1
C 5.0747 1.1093 -1.6211 0.1 0.0 -0.1
C 5.7914 0.2461 -0.8131 0.0 0.1 0.0
C 5.1442 -0.6092 0.0646 -0.1 -0.2 0.2
C 3.7578 -0.6086 0.1301 0.1 0.0 -0.3
O 2.9976 -1.4262 0.9043 0.2 0.2 -0.4
C 3.5891 -2.0135 2.0411 0.1 -0.1 0.2
H 2.7629 -2.4312 2.6138 0.1 0.0 0.0
H 4.2841 -2.8124 1.7605 0.0 0.1 0.0
H 4.1054 -1.2620 2.6433 0.0 0.0 0.0
H 5.7217 -1.2735 0.6883 0.0 -0.1 0.1
H 6.8701 0.2341 -0.8592 0.1 0.0 0.0
H 5.5888 1.7715 -2.3002 0.0 0.1 -0.1
H 3.1083 1.8223 -2.1377 -0.1 0.1 0.0
H 1.2276 -0.5853 -2.3141 -0.1 0.0 0.2
H 0.9078 -1.5995 -0.8708 0.0 0.1 -0.1
H -1.0163 -1.3651 0.2081 0.0 0.1 -0.2
C -3.6792 -0.9225 -1.4745 0.1 0.0 0.1
C -3.6738 -2.4407 -1.6075 -0.1 0.2 0.0
H -2.6534 -2.8118 -1.6639 0.1 -0.1 0.0
H -4.1954 -2.7337 -2.5155 0.0 -0.1 -0.1
H -4.1729 -2.9154 -0.7664 0.0 -0.1 0.1
H -4.7014 -0.5636 -1.3496 -0.1 0.1 -0.1
H -3.2811 -0.4812 -2.3894 -0.1 0.1 0.0
H -2.8551 0.7026 -0.3559 0.0 -0.1 0.1
H -4.8161 -0.5038 2.5337 -0.1 0.0 0.1
H -5.3956 -0.4862 0.8711 -0.1 0.0 0.0

=====

Record 6
19
Properties=species:S:1:pos:R:3:forces:R:3 method="wB97M-V/def2-TZVPD" charge=0 smiles="C=C(C)O.C=CC" e_tot_ev=-8462.84037 largest_force_ev_per_a=0.4 homo_energy_ev=-8.57 e_lumo_ev=1.0 gap_ev=9.57
C -1.4237 1.0952 0.6789 0.0 0.0 0.0
C -0.8536 0.0251 1.5675 0.0 0.2 0.3
O -0.6447 -1.1891 0.9794 0.0 0.1 -0.1
C -0.1361 -0.5893 -2.2211 0.2 0.0 0.0
C 1.0090 -0.9431 -1.6370 -0.1 0.0 -0.1
C 2.0259 0.0057 -1.0754 0.0 0.1 0.0
C -0.5768 0.1928 2.8596 0.0 0.0 -0.1
H -0.7292 1.3391 -0.1347 -0.1 -0.1 0.1
H -1.6227 2.0095 1.2422 0.0 -0.2 0.0
H -2.3608 0.7570 0.2193 0.1 0.0 0.1
H -0.6540 -1.0852 0.0157 0.0 0.0 0.1
H -0.8289 -1.3280 -2.6160 0.1 0.1 0.0
H -0.4151 0.4570 -2.3360 0.1 -0.2 0.0
H 1.2469 -2.0037 -1.5465 0.0 0.1 0.0
H 2.9585 -0.0504 -1.6501 -0.1 0.0 0.1
H 1.6730 1.0421 -1.1007 0.0 -0.2 0.0
H 2.2670 -0.2542 -0.0385 -0.1 0.0 -0.1
H -0.7729 1.1399 3.3481 0.0 -0.1 -0.1
H -0.1618 -0.6204 3.4454 -0.1 0.1 -0.1